Model a:
The following is a quantum chemistry calculation of an isolated molecule of C4H5ClS2, from the OMol25 dataset.

Geometry as ORCA input:
```
! RIJCOSX wB97M-V def2-TZVPD def2/J DEFGRID3
* xyz 0 1
C 0.01 1.51 0.43
C 0.22 0.17 -0.26
C 1.50 -0.08 -0.45
Cl 2.18 -1.52 -0.97
C -1.02 -0.77 -0.37
S -2.29 -0.78 -1.40
S -0.66 -1.98 0.85
H -0.52 1.34 1.32
H -0.66 2.06 -0.24
H 1.03 2.01 0.71
H 2.08 0.83 -0.41
H -1.87 -2.78 0.79
*
```

Computed properties:
HOMO-LUMO gap	8.5	eV
HOMO level	-8.993	eV
structure (SMILES)	C/C(=C/Cl)C(=S)S

Here are the natural (NBO) charges for atoms 1 to 8, given in e: number 1, C, carries -0.612; number 2, C, carries -0.096; number 3, C, carries -0.233; number 4, Cl, carries 0.043; number 5, C, carries -0.307; number 6, S, carries 0.062; number 7, S, carries 0.105; number 8, H, carries 0.219


Model b:
The following is a quantum chemistry calculation of an isolated molecule of C4H5ClS2, from the OMol25 dataset.

Geometry as ORCA input:
```
! RIJCOSX wB97M-V def2-TZVPD def2/J DEFGRID3
* xyz 0 1
C 2.95 -0.58 -0.31
C 1.65 -0.25 -0.56
S 0.20 -0.80 0.30
C -1.10 0.39 0.12
S -0.68 1.94 -0.23
C -2.51 0.23 0.60
Cl -3.38 -0.81 -0.59
H 3.83 -0.16 -0.96
H 3.02 -1.31 0.53
H 1.33 0.45 -1.26
H -2.83 1.19 0.85
H -2.49 -0.31 1.53
*
```

Computed properties:
HOMO-LUMO gap	8.1	eV
HOMO level	-8.835	eV
structure (SMILES)	C=CSC(=S)CCl

Here are the natural (NBO) charges for atoms 1 to 8, given in e: number 1, C, carries -0.405; number 2, C, carries -0.346; number 3, S, carries 0.346; number 4, C, carries -0.304; number 5, S, carries 0.018; number 6, C, carries -0.434; number 7, Cl, carries -0.029; number 8, H, carries 0.243


Tell me which of them is the most stable. Sure, it is model a.


Model a:
The following is a quantum chemistry calculation of a cluster of 2 separate species, C5H12O2SSi in total, from the OMol25 dataset.

Geometry as ORCA input:
```
! RIJCOSX wB97M-V def2-TZVPD def2/J DEFGRID3
* xyz 0 1
C -2.93 -1.00 0.28
C 0.58 1.42 2.06
C 0.53 -2.89 -0.42
C 0.59 2.20 -1.52
C 0.15 0.38 1.33
O 0.38 -1.58 -0.95
O 0.62 0.77 -1.60
Si 0.95 -0.20 -0.35
S -2.34 0.53 -0.13
H -2.09 -1.73 0.19
H -3.55 1.16 0.14
H 0.03 1.49 3.06
H 1.52 2.02 1.82
H 1.49 -2.90 0.06
H 0.53 -3.61 -1.21
H -0.16 -3.11 0.30
H 1.32 2.47 -0.77
H -0.35 2.63 -1.20
H 0.91 2.74 -2.53
H -0.52 -0.33 1.85
H 2.33 -0.47 -0.40
*
```

Computed properties:
HOMO-LUMO gap	8.6	eV
HOMO level	-8.690	eV

Here are the natural (NBO) charges for atoms 1 to 8, given in e: number 1, C, carries -0.429; number 2, C, carries -0.382; number 3, C, carries -0.226; number 4, C, carries -0.238; number 5, C, carries -0.694; number 6, O, carries -0.911; number 7, O, carries -0.900; number 8, Si, carries 1.907


Model b:
The following is a quantum chemistry calculation of an isolated molecule of C5H12O2SSi, from the OMol25 dataset.

Geometry as ORCA input:
```
! RIJCOSX wB97M-V def2-TZVPD def2/J DEFGRID3
* xyz 0 1
C 1.70 0.49 -3.46
C 0.98 0.19 -2.15
O 1.54 -0.32 -1.19
S -0.63 0.85 -2.31
O -1.31 0.45 -0.37
Si -0.66 -0.19 0.95
C -2.34 -0.01 1.81
C 0.05 -1.99 1.29
C 0.43 1.10 1.72
H 0.95 0.60 -4.37
H 2.05 1.60 -3.53
H 2.55 -0.21 -3.62
H -2.77 -0.95 2.44
H -2.09 0.72 2.52
H -3.09 0.40 1.10
H 0.64 -2.21 2.17
H -0.79 -2.69 1.07
H 0.84 -1.93 0.48
H 1.17 1.44 0.93
H -0.27 1.98 1.98
H 1.06 0.68 2.53
*
```

Computed properties:
HOMO-LUMO gap	7.8	eV
HOMO level	-9.410	eV
structure (SMILES)	CC(=O)SO[Si](C)(C)C

Here are the natural (NBO) charges for atoms 1 to 8, given in e: number 1, C, carries -0.743; number 2, C, carries 0.354; number 3, O, carries -0.549; number 4, S, carries 0.488; number 5, O, carries -0.981; number 6, Si, carries 1.903; number 7, C, carries -1.088; number 8, C, carries -1.118


Tell me which of them is the most stable. Sure, it is model b.


Model a:
The following is a quantum chemistry calculation of a structure of composition C5H23N2O6, from the OMol25 dataset.

Geometry as ORCA input:
```
! RIJCOSX wB97M-V def2-TZVPD def2/J DEFGRID3
* xyz -1 1
C -0.65 1.49 -2.91
N -1.26 0.68 -1.89
C -0.71 0.69 -0.54
C -1.45 -0.47 0.27
C -0.75 -1.62 0.94
N -0.01 -2.49 -0.01
C -0.66 2.01 0.28
O -1.37 1.93 1.45
H -1.21 1.30 -3.92
H 0.38 1.09 -3.09
H -0.54 2.57 -2.69
H -2.28 0.54 -1.98
H 0.43 0.29 -0.61
H -2.26 -0.89 -0.44
H -1.98 0.00 1.14
H -1.51 -2.30 1.38
H -0.11 -1.29 1.80
H -0.49 -2.63 -0.88
H 0.89 -2.21 -0.16
H 0.50 2.18 0.52
H -1.16 2.93 -0.40
H -0.51 -1.06 -2.49
H 0.57 -2.08 -3.07
O -0.38 -1.85 -3.12
H 3.16 -0.25 0.98
H 1.79 -0.63 1.38
O 2.43 -0.58 0.53
H -0.97 1.46 2.27
H -1.25 -0.13 3.53
O -0.60 0.49 3.50
H 3.42 0.81 -1.86
H 2.37 0.35 -1.12
O 2.54 0.88 -1.79
H 1.85 -0.65 3.78
H 0.41 -0.04 3.15
O 1.46 -0.77 2.91
*
```

Computed properties:
HOMO-LUMO gap	8.4	eV
HOMO level	-5.193	eV

Here are the natural (NBO) charges for atoms 1 to 8, given in e: number 1, C, carries -0.413; number 2, N, carries -0.692; number 3, C, carries -0.091; number 4, C, carries -0.427; number 5, C, carries -0.253; number 6, N, carries -0.873; number 7, C, carries -0.053; number 8, O, carries -0.804


Model b:
The following is a quantum chemistry calculation of a structure of composition C5H23N2O6, from the OMol25 dataset.

Geometry as ORCA input:
```
! RIJCOSX wB97M-V def2-TZVPD def2/J DEFGRID3
* xyz -1 1
C -1.10 2.00 1.32
N -0.73 1.10 0.22
C -0.80 1.74 -1.11
C 0.18 1.09 -2.10
C 1.65 1.44 -1.82
O 2.15 0.88 -0.63
C -0.06 1.97 2.46
N 1.23 2.54 2.11
H -2.04 1.62 1.76
H -1.22 3.05 1.05
H 0.24 0.81 0.29
H -0.63 2.82 -1.06
H -1.83 1.60 -1.48
H -0.10 1.40 -3.11
H 0.08 0.01 -2.06
H 2.27 1.08 -2.66
H 1.80 2.53 -1.76
H -0.49 2.53 3.30
H 0.09 0.95 2.83
H 1.14 3.48 1.79
H 1.69 1.98 1.38
H -2.34 -1.87 -0.91
H -2.45 -3.24 -1.59
O -2.25 -2.31 -1.79
H -0.07 -2.79 1.09
H -0.16 -1.57 2.00
O -0.48 -2.48 1.96
H -1.96 -1.91 1.23
H -2.02 -0.50 0.76
O -2.57 -1.30 0.74
H 2.29 -0.29 -0.73
H 3.17 -1.71 -0.22
O 2.43 -1.50 -0.84
H 1.32 -2.46 -0.57
H -0.17 -2.83 -1.02
O 0.51 -3.10 -0.36
*
```

Computed properties:
HOMO-LUMO gap	8.6	eV
HOMO level	-5.186	eV

Here are the natural (NBO) charges for atoms 1 to 8, given in e: number 1, C, carries -0.232; number 2, N, carries -0.692; number 3, C, carries -0.204; number 4, C, carries -0.441; number 5, C, carries -0.048; number 6, O, carries -0.879; number 7, C, carries -0.217; number 8, N, carries -0.861


Tell me which of them is the most stable. Sure, it is model b.


Model a:
The following is a quantum chemistry calculation of a structure of composition C26H32FN11O6SeTi, from the OMol25 dataset.

Geometry as ORCA input:
```
! RIJCOSX wB97M-V def2-TZVPD def2/J DEFGRID3
* xyz 0 1
Ti 0.36 -0.08 -0.10
Se 1.43 5.13 5.39
N 0.94 3.41 5.39
C 0.91 3.01 4.16
C 0.59 1.62 3.76
C 0.33 0.64 4.64
C 0.06 -0.67 4.13
C 0.08 -0.90 2.80
N 0.34 0.08 1.86
C 0.59 1.37 2.35
C 0.81 2.33 1.40
N 0.71 1.91 0.07
C 1.03 2.84 -0.89
C 1.38 4.12 -0.62
C 1.45 4.57 0.74
C 1.18 3.68 1.72
C 1.21 4.02 3.15
N 1.48 5.21 3.60
H 0.34 0.84 5.71
H -0.14 -1.50 4.81
H -0.11 -1.88 2.39
H 0.98 2.48 -1.91
H 1.62 4.79 -1.44
H 1.72 5.59 0.98
C -5.78 0.92 1.04
O -4.48 1.44 1.32
C -3.38 0.77 0.94
O -2.29 1.25 1.06
N -3.60 -0.49 0.41
N -2.45 -1.22 0.08
H -6.47 1.73 1.27
H -6.01 0.08 1.70
H -5.88 0.64 0.00
H -4.41 -1.00 0.74
H -2.64 -1.81 -0.72
H -2.12 -1.78 0.85
F 3.40 -4.66 2.74
C 2.84 -5.18 1.65
C 1.83 -4.57 1.02
N 1.25 -5.11 -0.12
C 0.14 -4.41 -0.76
C 0.52 -2.96 -1.05
O 1.13 -2.68 -2.06
O 0.16 -2.13 -0.12
C 1.68 -6.30 -0.66
O 1.19 -6.82 -1.64
N 2.74 -6.88 0.01
C 3.39 -6.44 1.16
O 4.30 -7.06 1.67
H 1.43 -3.63 1.35
H -0.74 -4.46 -0.12
H -0.05 -4.93 -1.70
H 3.07 -7.75 -0.37
C -2.86 0.55 -4.16
N -1.77 1.14 -3.39
C -2.24 1.69 -2.12
C -0.57 0.47 -3.37
N 0.01 0.19 -2.23
N -0.03 0.15 -4.57
C -0.30 0.93 -5.77
C 1.10 -0.75 -4.69
H -3.37 -0.22 -3.57
H -2.50 0.10 -5.08
H -3.58 1.33 -4.41
H -2.98 2.47 -2.34
H -1.42 2.13 -1.56
H -2.71 0.92 -1.51
H 0.94 -0.21 -2.41
H -0.94 1.78 -5.54
H -0.78 0.32 -6.54
H 0.64 1.30 -6.17
H 1.07 -1.51 -3.91
H 2.05 -0.21 -4.64
H 1.04 -1.26 -5.65
C 2.47 -0.29 -0.28
H 2.88 0.45 -0.98
H 2.77 -1.28 -0.61
H 2.92 -0.08 0.70
*
```

Computed properties:
HOMO-LUMO gap (alpha / beta)	5.3 / 5.3	eV
HOMO level (alpha / beta)	-5.427 / -5.413	eV

Here are the Mulliken charges for atoms 1 to 8, given in e: number 1, Ti, carries 0.268; number 2, Se, carries 0.186; number 3, N, carries -0.881; number 4, C, carries 0.712; number 5, C, carries 0.277; number 6, C, carries -0.419; number 7, C, carries -1.146; number 8, C, carries -0.539


Model b:
The following is a quantum chemistry calculation of a structure of composition C26H32FN11O6SeTi, from the OMol25 dataset.

Geometry as ORCA input:
```
! RIJCOSX wB97M-V def2-TZVPD def2/J DEFGRID3
* xyz 0 1
Ti 0.26 -0.58 0.58
Se 3.42 -7.02 3.01
N 3.95 -5.74 1.88
C 2.98 -4.87 1.81
C 3.04 -3.67 1.00
C 4.15 -3.34 0.26
C 4.14 -2.14 -0.48
C 3.04 -1.32 -0.42
N 1.92 -1.61 0.30
C 1.91 -2.81 1.01
C 0.74 -3.12 1.72
N -0.33 -2.25 1.60
C -1.46 -2.58 2.26
C -1.59 -3.67 3.07
C -0.50 -4.54 3.23
C 0.66 -4.28 2.54
C 1.80 -5.16 2.59
N 1.84 -6.26 3.30
H 5.01 -4.00 0.26
H 4.99 -1.84 -1.08
H 3.06 -0.39 -0.96
H -2.32 -1.93 2.13
H -2.53 -3.86 3.58
H -0.55 -5.42 3.86
C -2.07 -3.55 -3.86
O -1.81 -3.08 -2.55
C -0.87 -2.15 -2.34
O -0.70 -1.72 -1.21
N -0.18 -1.71 -3.41
N 0.95 -0.89 -3.26
H -2.88 -4.27 -3.75
H -1.20 -4.06 -4.29
H -2.39 -2.74 -4.52
H -0.18 -2.22 -4.28
H 1.21 -0.91 -2.28
H 0.71 0.07 -3.48
F -0.40 6.33 -1.16
C 0.84 5.83 -1.04
C 1.02 4.60 -0.54
N 2.27 4.05 -0.39
C 2.36 2.65 0.00
C 1.59 1.78 -1.00
O 1.59 2.06 -2.19
O 0.97 0.78 -0.48
C 3.41 4.74 -0.75
O 4.53 4.28 -0.64
N 3.18 6.00 -1.25
C 1.96 6.65 -1.47
O 1.91 7.76 -1.96
H 0.18 4.00 -0.22
H 1.96 2.49 1.00
H 3.41 2.37 -0.02
H 4.00 6.51 -1.54
C -3.13 3.17 -1.01
N -2.64 1.81 -0.83
C -2.02 1.21 -2.00
C -2.56 1.24 0.40
N -1.64 0.38 0.74
N -3.54 1.64 1.29
C -4.93 1.65 0.87
C -3.35 1.36 2.70
H -2.41 3.73 -1.62
H -3.24 3.66 -0.05
H -4.09 3.19 -1.54
H -2.77 1.14 -2.80
H -1.67 0.21 -1.75
H -1.18 1.80 -2.36
H -1.88 -0.03 1.64
H -5.00 1.59 -0.22
H -5.43 2.56 1.20
H -5.46 0.79 1.29
H -2.34 1.61 3.00
H -3.56 0.32 2.96
H -4.04 1.99 3.27
C 0.87 0.31 2.41
H 0.50 1.34 2.51
H 1.97 0.35 2.48
H 0.53 -0.25 3.29
*
```

Computed properties:
HOMO-LUMO gap (alpha / beta)	4.9 / 5.0	eV
HOMO level (alpha / beta)	-5.111 / -5.129	eV

Here are the Mulliken charges for atoms 1 to 8, given in e: number 1, Ti, carries -0.100; number 2, Se, carries 0.199; number 3, N, carries -0.870; number 4, C, carries 0.893; number 5, C, carries 0.262; number 6, C, carries -0.579; number 7, C, carries -1.186; number 8, C, carries -0.277


Tell me which of them is the most stable. Sure, it is model b.


Model a:
The following is a quantum chemistry calculation of the ion C4H8N3O with charge +1, from the OMol25 dataset.

Geometry as ORCA input:
```
! RIJCOSX wB97M-V def2-TZVPD def2/J DEFGRID3
* xyz 1 1
N -1.56 1.31 -0.78
C -0.90 0.38 -0.21
N -1.40 -0.38 0.72
C -0.23 -1.29 0.94
C 0.24 -0.62 -0.49
C 1.58 0.23 -0.55
N 2.30 0.38 0.50
O 3.38 1.28 0.18
H -2.51 1.01 -0.71
H -1.30 2.27 -0.90
H -2.15 -0.20 1.36
H -0.49 -2.27 0.89
H 0.28 -0.98 1.77
H 0.01 -1.18 -1.40
H 1.73 0.85 -1.50
H 4.17 1.23 0.66
*
```

Computed properties:
HOMO-LUMO gap	9.5	eV
HOMO level	-13.817	eV
structure (SMILES)	[NH2+]=C1NC[C@@H]1/C=N/O

Here are the natural (NBO) charges for atoms 1 to 8, given in e: number 1, N, carries -0.774; number 2, C, carries 0.591; number 3, N, carries -0.476; number 4, C, carries -0.158; number 5, C, carries -0.282; number 6, C, carries 0.023; number 7, N, carries -0.093; number 8, O, carries -0.588


Model b:
The following is a quantum chemistry calculation of the ion C4H8N3O with charge +1, from the OMol25 dataset.

Geometry as ORCA input:
```
! RIJCOSX wB97M-V def2-TZVPD def2/J DEFGRID3
* xyz 1 1
H -0.89 -1.64 1.83
N -0.46 -0.93 1.25
C 0.85 -0.99 1.32
C 1.74 -0.42 0.32
C 1.30 -0.05 -0.91
N -0.05 0.09 -1.32
C -1.12 0.75 -0.68
N -0.79 1.55 0.31
O -2.39 0.64 -1.06
H 1.41 -1.74 2.03
H 2.84 -0.29 0.55
H 2.08 0.13 -1.62
H -0.35 -0.48 -2.08
H 0.10 1.48 0.68
H -1.52 1.94 0.96
H -2.77 -0.01 -1.59
*
```

Computed properties:
HOMO-LUMO gap	10.0	eV
HOMO level	-14.040	eV
structure (SMILES)	[H]/N=C/C=C\NC(=[NH2+])O

Here are the natural (NBO) charges for atoms 1 to 8, given in e: number 1, H, carries 0.370; number 2, N, carries -0.658; number 3, C, carries 0.074; number 4, C, carries -0.277; number 5, C, carries 0.008; number 6, N, carries -0.596; number 7, C, carries 0.876; number 8, N, carries -0.717


Tell me which of them is the most stable. Sure, it is model b.